Entry 1:
Formula: C20H55N5O5
Source: OMol25
Level of theory: ωB97M-V with the def2-TZVPD basis set

Positions of all 85 atoms, in Å:
C 1.729508 0.609265 -2.132638
O 0.531244 -0.031461 -1.780337
C 0.242787 0.038224 -0.395030
C -0.917257 0.968511 -0.099734
C -2.218766 0.429230 -0.683844
N -0.665516 2.382443 -0.536985
H 1.653989 0.966910 -3.163971
H 2.566187 -0.099885 -2.111321
H 2.004608 1.487769 -1.547308
H -0.000404 -0.963319 -0.028861
H 1.110869 0.363869 0.190078
H -1.004253 1.162587 0.975361
H -2.532152 -0.510688 -0.244829
H -2.042320 0.308572 -1.759809
H -3.058936 1.121896 -0.613137
H -1.564677 2.848763 -0.426771
H -0.593405 2.396439 -1.558064
C -8.217625 -2.652730 1.964141
O -6.894018 -2.277968 1.663588
C -6.315329 -1.525784 2.700851
C -4.828401 -1.314001 2.434620
C -4.269535 -0.362058 3.463492
N -4.614891 -0.780393 1.078221
H -8.265272 -3.205106 2.912345
H -8.561852 -3.332025 1.188431
H -8.851310 -1.763336 2.046196
H -6.835714 -0.560435 2.822214
H -6.440332 -2.067023 3.654135
H -4.393163 -2.312210 2.518290
H -4.925064 0.471415 3.727163
H -3.281517 0.033954 3.236883
H -4.149768 -0.913891 4.405542
H -5.031096 -1.401118 0.388674
H -5.226881 0.035780 1.039490
C -0.119876 7.565513 -2.752404
O 1.071013 7.087552 -2.168151
C 1.086296 5.692042 -2.027948
C 2.348320 5.275804 -1.269057
C 3.114374 4.207666 -2.046236
N 1.992089 4.802194 0.068072
H -0.167085 7.386407 -3.833930
H -0.164998 8.638719 -2.582444
H -0.982236 7.072309 -2.287698
H 0.190445 5.338059 -1.498745
H 1.072108 5.198001 -3.012891
H 2.972024 6.170298 -1.209436
H 3.344856 4.689803 -3.003434
H 2.523461 3.311832 -2.221335
H 4.046914 3.919673 -1.558606
H 1.051082 4.436457 0.141724
H 2.577395 4.039775 0.386407
C -2.203665 -3.565194 -0.787043
O -1.199513 -4.567998 -0.801687
C -1.677788 -5.853902 -1.097019
C -0.518820 -6.822654 -1.008857
C -0.919401 -8.222600 -1.429505
N 0.121505 -6.863171 0.330214
H -2.455683 -3.394692 -1.838789
H -1.797975 -2.701472 -0.272102
H -3.121654 -3.858477 -0.260203
H -2.463863 -6.130331 -0.374898
H -2.118506 -5.902460 -2.105243
H 0.293183 -6.486450 -1.660519
H -1.572669 -8.709368 -0.705032
H -0.061598 -8.859761 -1.640455
H -1.428189 -8.165834 -2.399311
H -0.604187 -7.109422 1.002049
H 0.355573 -5.899378 0.554271
C 7.541703 2.929666 -0.010654
O 6.812737 2.321757 1.037431
C 6.060603 1.194733 0.607210
C 5.715260 0.353709 1.798160
C 4.647294 -0.665446 1.493245
N 5.099818 1.282590 2.811573
H 8.083615 2.179354 -0.592277
H 8.216705 3.632520 0.471454
H 6.865588 3.485334 -0.672250
H 5.141262 1.583272 0.131089
H 6.552332 0.696214 -0.238364
H 6.597059 -0.071855 2.285242
H 5.007498 -1.449506 0.813985
H 3.743728 -0.207053 1.098380
H 4.365861 -1.285863 2.349371
H 5.017497 0.758607 3.677232
H 5.808771 1.990830 2.982343

Cartesian forces (eV/Å) of the 2 atoms listed first:
0.67 -0.05 -0.85
-0.16 0.38 0.37

Properties
* HOMO energy: -0.3136 Eh
* SMILES: COC[C@H](C)N.COC[C@H](C)N.COC[C@H](C)N.COC[C@H](C)N.COC[C@H](C)N
* HOMO-LUMO gap: 9.2 eV
* energy relative to the best compared isomer or geometry (same formula, charge and spin): 88.7 kJ/mol

Atomic partial charges in e from the Löwdin method, atoms 1 to 4: -0.12, -0.17, -0.20, -0.41

***

Entry 2:
Formula: C5H8O2
Source: OMol25
Level of theory: ωB97M-V with the def2-TZVPD basis set

Positions of all 15 atoms, in Å:
C -1.821558 -0.250144 -0.378915
C -0.689969 0.710639 -0.056411
O -0.432683 0.725297 1.376149
C 0.925742 0.386506 1.156833
C 1.056248 -0.939718 0.448907
C 0.775755 0.318767 -0.321478
O 1.575058 0.861932 -1.307031
H -1.454482 -1.278676 -0.455232
H -2.540985 -0.225152 0.445571
H -2.342676 0.001964 -1.306066
H -0.890665 1.730010 -0.408765
H 1.683197 0.811872 1.805712
H 0.277737 -1.692867 0.552371
H 2.067867 -1.329960 0.383739
H 1.811419 0.169526 -1.935389

Cartesian forces (eV/Å) of the 2 atoms listed first:
0.00 -0.02 -0.09
-0.19 -0.02 -0.22

Properties
* HOMO energy: -0.3346 Eh
* HOMO-LUMO gap: 9.9 eV
* energy relative to the best compared isomer or geometry (same formula, charge and spin): 248.0 kJ/mol

Atomic partial charges in e from the Löwdin method, atoms 1 to 4: -0.03, -0.26, -0.04, -0.20

***

Entry 3:
Formula: CH3Cl2PS
Source: OMol25
Level of theory: ωB97M-V with the def2-TZVPD basis set

Positions of all 8 atoms, in Å:
C 0.350839 -0.105815 1.024348
P 1.032382 0.649503 -1.747712
S -0.361677 -0.355895 -0.575981
Cl 0.244984 0.206795 -3.514141
Cl -2.534501 -0.198339 0.660482
H -0.517189 -0.617736 1.768492
H 0.453957 1.025416 1.224229
H 1.331206 -0.603929 1.160285

Cartesian forces (eV/Å) of the 2 atoms listed first:
-1.04 0.23 2.86
1.05 0.65 0.29

Properties
* HOMO energy (spin up / spin down): -0.2932 / -0.3729 Eh
* expectation value of S²: 2.009
* HOMO-LUMO gap (spin up / spin down): 8.3 / 7.0 eV
* energy relative to the best compared isomer or geometry (same formula, charge and spin): 44.7 kJ/mol
* multiplicity: 3

Atomic partial charges in e from the Löwdin method, atoms 1 to 4: -0.59, 0.13, 0.25, 0.09

***

Entry 4:
Formula: C9H6Br2O
Source: OMol25
Level of theory: ωB97M-V with the def2-TZVPD basis set

Positions of all 18 atoms, in Å:
C 2.291420 -0.913311 -0.473952
C 1.995038 -1.413264 0.854349
C 1.572563 0.162552 -0.978701
C 1.239817 -0.756508 1.702872
C 0.357928 0.529432 -0.235044
C 0.352449 0.287476 1.198832
C -0.758826 0.954149 -0.870146
C -2.116139 1.279398 -0.517451
C -3.028372 0.325169 -0.443614
O -0.464058 0.848150 1.869999
Br -4.907939 0.583628 -0.225611
Br -2.588150 -1.525818 -0.791364
H 3.254130 -1.146437 -0.857551
H 2.710601 -2.181527 1.233509
H 1.847549 0.683111 -1.871979
H 1.211663 -1.012253 2.715936
H -0.637077 0.947931 -1.922512
H -2.332592 2.348115 -0.387577

Cartesian forces (eV/Å) of the 2 atoms listed first:
-1.34 2.90 -0.62
2.59 -1.03 -0.22

Properties
* HOMO energy: -0.3246 Eh
* HOMO-LUMO gap: 7.9 eV
* energy relative to the best compared isomer or geometry (same formula, charge and spin): 163.8 kJ/mol

Atomic partial charges in e from the Löwdin method, atoms 1 to 4: -0.06, -0.08, 0.00, 0.00

***

Entry 5:
Formula: C27H39InN
Source: OMol25
Level of theory: ωB97M-V with the def2-TZVPD basis set

Positions of all 68 atoms, in Å:
C 2.133874 3.156707 5.415180
C 1.158098 2.724434 6.512889
C 0.829308 1.229199 6.424188
C -0.173166 0.905813 5.324659
C -0.161715 -0.552335 4.839232
In 1.778925 -1.120079 3.901774
C 1.862947 -3.254581 3.232032
C 1.917239 -3.597556 1.869874
C 1.999832 -4.916984 1.435538
C 2.016806 -5.911928 2.412504
C 1.954154 -5.505429 3.741265
N 1.878063 -4.243435 4.160357
C 2.233251 0.295965 2.215235
C 3.258054 -0.280293 1.224756
C 0.938382 0.879937 1.571764
C 0.827220 0.796353 0.044818
C 0.357925 -0.583862 -0.450089
H 2.928041 2.420377 5.336826
H 2.563837 4.134759 5.625000
H 1.633308 3.222422 4.450597
H 1.638228 2.914726 7.473875
H 0.242294 3.313319 6.465122
H 0.445454 0.909558 7.395428
H 1.764472 0.695681 6.277559
H -1.162747 1.186420 5.703231
H 0.019781 1.577141 4.482647
H -0.988019 -0.637783 4.128187
H -0.439895 -1.188816 5.682194
H 3.111700 -0.908186 5.092481
H 1.891996 -2.801544 1.137556
H 2.042531 -5.162609 0.383926
H 2.079865 -6.958451 2.157578
H 1.963678 -6.270565 4.510914
H 2.732773 1.125377 2.712576
H 3.951650 -0.933342 1.756905
H 2.810895 -0.890939 0.445417
H 3.876027 0.495224 0.762470
H 0.854042 1.930015 1.861141
H 0.055070 0.392526 1.985868
H 1.753196 1.092026 -0.440369
H 0.074213 1.525756 -0.259557
H 1.160845 -1.165080 -0.898240
H -0.040307 -1.180409 0.367229
H -0.451219 -0.485396 -1.170856
C -1.549299 -1.900221 -6.146523
C -0.347214 -2.589185 -6.066603
C 0.632547 -2.174790 -5.174487
C 0.409655 -1.073547 -4.359991
C -0.793807 -0.387077 -4.437175
C -1.771992 -0.798532 -5.331585
H -2.313963 -2.223169 -6.841794
H -0.174462 -3.451462 -6.698070
H 1.570290 -2.711623 -5.112162
H 1.169453 -0.753309 -3.659184
H -0.969640 0.467388 -3.795810
H -2.710793 -0.262118 -5.390765
C -5.518715 2.881684 -7.085654
C -4.315783 2.193374 -7.010531
C -3.335586 2.603717 -6.117822
C -3.559609 3.699965 -5.296554
C -4.762953 4.387424 -5.370667
C -5.741834 3.979454 -6.266198
H -6.283262 2.561606 -7.781985
H -4.141640 1.335110 -7.647259
H -2.396326 2.068432 -6.062110
H -2.796959 4.016250 -4.596839
H -4.938993 5.240149 -4.727738
H -6.680019 4.516354 -6.324174

Cartesian forces (eV/Å) of the 2 atoms listed first:
-0.42 0.06 0.07
0.40 -0.30 -0.09

Properties
* HOMO energy: -0.1539 Eh
* HOMO-LUMO gap: 6.4 eV
* charge: -1

Atomic partial charges in e from the Löwdin method, atoms 1 to 4: -0.11, -0.27, -0.26, -0.33

***

Entry 6:
Formula: C2H5NO2
Source: OMol25
Level of theory: ωB97M-V with the def2-TZVPD basis set

Positions of all 10 atoms, in Å:
C -0.657109 0.451572 1.408106
O -0.547143 -0.405507 0.273345
C 0.447552 -0.049001 -0.555645
N 0.577024 -0.876208 -1.623082
O 1.187542 0.899087 -0.393238
H 0.267701 0.433354 1.990094
H -1.488162 0.058363 1.991110
H -0.857109 1.479424 1.094118
H -0.137808 -1.530950 -1.904380
H 1.207513 -0.460131 -2.280430

Cartesian forces (eV/Å) of the 2 atoms listed first:
-0.09 0.15 0.29
0.15 0.00 -0.16

Properties
* HOMO energy: -0.3821 Eh
* SMILES: COC(N)=O
* HOMO-LUMO gap: 11.3 eV
* energy relative to the best compared isomer or geometry (same formula, charge and spin): 5.8 kJ/mol

Atomic partial charges in e from the Löwdin method, atoms 1 to 4: -0.06, -0.03, -0.65, 0.17

***

no.,calculated total energy (hartree)
1,-1444.8614
2,-345.7105
3,-1699.7488
4,-5569.7244
5,-1297.0429
6,-284.4652